# 1
Density functional theory data (the ωB97M-V functional and the def2-TZVPD basis) for a molecular structure, C7H25BeN12O9Pb at a distorted geometry.

```
55
Properties=species:S:1:pos:R:3:forces:R:3:lowdin_charge:R:1
Be -2.39234 -2.06333 4.40494 -0.001 0.245 -0.627 0.982
Pb 2.34650 -1.93237 2.70319 -0.467 3.113 -0.843 1.788
O -0.66423 0.05255 0.32001 -1.351 0.996 -0.306 0.151
C -0.72971 -0.86737 1.24630 0.535 -1.322 1.699 -0.834
O 0.12513 -1.77284 1.02603 2.256 -2.255 0.676 -0.196
O -1.45773 -0.88951 2.23274 -1.635 0.937 1.650 -0.094
H -0.13902 -0.55959 -0.20062 1.161 0.754 -2.117 0.096
C 2.92012 0.95073 -0.03737 1.391 -0.082 -1.929 -0.785
O 2.76282 0.36254 0.99719 -1.046 -2.694 4.887 -0.062
N 2.70946 0.40657 -1.19072 -1.722 -1.813 -2.741 0.199
N 3.52067 2.08946 -0.16474 0.829 3.468 1.610 0.220
H 2.31368 -0.52256 -1.20385 -0.030 0.244 -0.843 0.082
H 2.82212 1.00074 -1.99966 -0.035 -0.911 -0.291 0.131
H 3.47056 2.60871 -1.02958 0.341 0.169 0.431 0.138
H 3.68453 2.55147 0.71833 0.285 0.578 -0.396 0.144
C 0.43686 -1.52042 -3.43266 0.858 1.128 0.683 -0.706
O 1.14364 -1.71397 -2.45001 0.793 -0.807 2.251 -0.024
N -0.02024 -2.44923 -4.20078 -1.397 -1.870 -2.414 0.221
N 0.11317 -0.28795 -3.80710 -0.544 1.454 -0.115 0.198
H 0.17850 -3.43767 -4.14086 0.034 0.399 -0.029 0.132
H -0.38049 -2.07367 -5.06639 -0.215 -1.018 -0.237 0.140
H -0.48615 -0.16293 -4.61040 0.204 0.507 0.210 0.132
H 0.43567 0.48845 -3.24736 -0.042 -0.158 -0.463 0.077
C 1.03736 -5.14884 -0.83437 2.329 1.561 -4.368 -0.595
O 1.27298 -6.36200 -0.68982 0.913 -3.763 -0.485 0.362
N 0.47922 -4.55730 0.09785 -2.794 2.359 5.478 0.270
N 1.47221 -4.40471 -1.83619 0.675 -1.508 -1.761 0.296
H 0.38277 -3.55195 0.10613 -0.295 0.288 0.413 0.100
H 0.33804 -5.12867 0.91865 -0.630 0.285 0.184 0.167
H 1.26098 -3.42841 -1.98562 -0.375 1.252 0.195 0.064
H 1.89396 -4.81620 -2.65649 0.271 -0.570 0.166 0.163
C -1.17774 2.95892 -2.70772 -0.914 1.091 0.664 -0.630
O -0.06249 2.66828 -3.14787 3.804 -1.069 -1.465 0.277
N -1.95234 3.81172 -3.22142 -1.955 2.293 -2.562 0.297
N -1.54887 2.45980 -1.59061 0.312 -3.085 2.790 0.348
H -1.63341 4.32306 -4.03192 -0.517 0.207 -0.178 0.176
H -2.89497 3.84030 -2.85984 -0.177 0.831 -0.443 0.170
H -0.94006 1.76055 -1.18999 -0.191 -0.094 0.372 0.127
H -2.47387 2.59555 -1.20846 -0.788 0.329 1.119 0.103
C 1.26533 1.01036 4.57968 -2.471 1.545 1.586 -0.684
O 2.03559 0.30021 3.94530 2.111 -2.689 -1.057 -0.145
N 0.06612 1.30238 4.10588 -1.748 -0.675 -2.109 0.183
N 1.38142 1.58674 5.75613 2.886 -0.445 1.920 0.227
H -0.59775 1.79745 4.68406 -0.116 -0.162 -0.494 0.132
H -0.18753 0.67751 3.35402 -0.784 0.609 -0.084 0.071
H 0.62751 2.02009 6.26988 0.156 0.020 -0.309 0.145
H 2.21851 1.39681 6.28841 0.056 0.312 0.130 0.148
C -3.30222 2.05494 1.06751 -1.710 -0.513 -2.708 -0.688
O -3.52289 2.97634 0.28010 0.402 -0.184 -0.235 0.028
N -3.83175 0.80394 0.97044 -0.273 -0.988 0.027 0.177
N -2.45643 2.07763 2.05414 2.655 0.932 2.998 0.178
H -3.31953 0.15200 1.54724 -0.503 -0.375 -0.478 0.057
H -4.28952 0.41530 0.15835 -0.184 0.590 0.140 0.128
H -2.41259 1.28988 2.68470 0.115 0.466 -0.179 0.081
H -1.84161 2.86048 2.22521 -0.465 0.089 -0.015 0.136
```
Positions in Å, forces in eV/Å.

Summary:
Spin multiplicity   2
Charge   +4
⟨S²⟩   1.78
E_tot   -1822.0164 a.u.

---

# 2
Density functional theory data (the ωB97M-V functional and the def2-TZVPD basis) for 2 unconnected molecules or ions with the total composition C5H7NO2 at a distorted geometry.

```
15
Properties=species:S:1:pos:R:3:forces:R:3:lowdin_charge:R:1
C -1.41788 1.15748 -0.15526 0.708 2.339 -0.499 -0.263
C -0.07045 1.62505 2.70290 0.744 -1.594 0.279 -0.441
C 0.86014 -1.67271 -1.14842 0.114 0.657 -2.501 -0.119
C -0.81261 -0.11503 -0.17183 -0.416 -1.304 1.374 -0.252
C 0.55042 -0.20636 -0.81508 2.444 2.767 -0.517 -0.275
N -1.57690 2.29187 -0.22923 -0.731 0.235 0.187 0.175
O 0.01429 2.74885 2.54680 -0.237 1.948 -0.176 0.232
O -0.03572 0.47487 2.86719 -0.434 -0.184 0.067 0.182
H 0.18058 -2.35651 -0.63233 0.882 -0.022 0.703 0.069
H 1.96926 -1.79491 -1.11282 -1.094 -0.682 0.345 0.082
H 0.54730 -1.89443 -2.22342 0.558 0.462 1.058 0.090
H -1.51852 -0.73474 -0.70392 -0.102 -0.732 -0.086 0.119
H -0.80235 -0.40625 0.91343 0.154 -0.408 -1.117 0.121
H 1.39537 0.26524 -0.16804 -1.600 -1.182 -0.235 0.127
H 0.71706 0.61759 -1.66996 -0.989 -2.299 1.118 0.154
```
Positions in Å, forces in eV/Å.

Summary:
Structure (SMILES)   CCCC#N.O=C=O
Relative energy (zero: lowest compared OMol25 entry of this formula, charge and spin)   11.1 kcal/mol
Charge   0
E_tot   -399.9478 a.u.

---

# 3
Density functional theory data (the ωB97M-V functional and the def2-TZVPD basis) for a molecular structure, C30H77HgN4O11 at a distorted geometry.

```
123
Properties=species:S:1:pos:R:3:forces:R:3:lowdin_charge:R:1
Hg -3.77393 -0.92910 4.17880 1.482 -0.306 -2.768 1.213
C -1.02034 -2.11323 0.74091 0.032 0.485 0.564 -0.063
C -0.84515 -1.10031 1.90160 -2.573 0.574 -1.113 -0.330
O -1.63232 -1.28584 3.08445 0.881 -0.869 0.181 -0.326
H -0.53959 -1.68473 -0.13850 1.080 -0.172 0.201 0.078
H -2.01151 -2.11025 0.28740 -0.492 -0.630 0.909 0.043
H -0.60523 -3.07573 1.03986 -0.291 -0.246 -0.635 0.067
H -1.20430 -0.22907 1.35382 0.028 0.993 0.326 0.089
H 0.21516 -0.90366 2.06024 0.053 -0.036 0.938 0.103
C -3.36365 7.49083 -4.90446 -0.585 -0.521 -0.186 -0.109
O -2.61329 6.28034 -4.63862 0.169 1.919 -0.274 -0.208
C -1.22433 6.62043 -4.38492 -0.630 -1.794 0.021 -0.191
C -0.51972 5.20716 -4.17962 -0.834 2.443 1.313 -0.165
N -0.78912 4.65522 -2.79721 0.231 -0.535 -2.235 -0.036
C -0.57550 3.18427 -2.87944 -1.021 0.976 0.457 -0.208
C -0.73422 2.64801 -1.47331 1.407 1.541 0.271 -0.238
O -1.98777 3.05446 -0.90782 -1.106 -0.804 0.284 -0.213
C -1.91978 3.27115 0.52356 2.327 -0.927 -0.922 -0.084
H -4.23747 7.27878 -5.52056 -0.042 -0.611 0.144 0.081
H -2.86675 8.25604 -5.50082 0.781 -0.165 0.133 0.081
H -3.74908 7.96777 -4.00331 0.276 -0.091 0.315 0.082
H -1.15943 7.31956 -3.55119 0.112 -0.333 0.524 0.115
H -0.84171 7.19087 -5.23127 0.263 -0.372 -0.354 0.109
H 0.55046 5.39895 -4.25731 0.068 -0.483 -0.272 0.107
H -0.94550 4.58333 -4.96552 0.350 -0.180 -0.133 0.111
H -1.77930 4.77671 -2.63949 -0.238 0.180 0.179 0.091
H 0.37786 3.01030 -3.37838 0.326 -0.281 0.677 0.115
H -1.29036 2.63566 -3.49271 -0.463 0.275 -0.502 0.110
H -0.00194 3.21934 -0.90284 0.521 -0.336 0.249 0.111
H -0.42850 1.60264 -1.51606 -0.747 -0.497 0.711 0.104
H -1.17521 4.05595 0.65698 -0.560 0.686 0.408 0.092
H -1.37972 2.42241 0.94317 -0.050 -0.506 0.264 0.057
H -2.82695 3.34535 1.12326 -0.316 0.498 -0.946 0.087
C -3.29692 0.49067 -2.10978 -0.107 -0.272 0.757 -0.045
O -4.31941 0.24860 -1.10699 -0.123 -0.094 -1.291 -0.200
C -4.21306 0.98271 0.07640 -1.755 -1.329 0.556 -0.216
C -5.35902 0.50164 1.06965 1.141 0.922 1.431 -0.107
N -5.19827 -0.81369 1.86223 -0.704 1.486 -1.031 -0.088
C -5.03546 -1.87159 0.91666 2.012 -1.832 0.135 -0.218
C -4.97646 -3.23292 1.65406 0.091 0.423 -1.122 -0.177
O -4.06632 -3.21834 2.76872 -0.637 0.589 -0.724 -0.292
C -3.42121 -4.45176 2.85937 1.455 -1.036 -0.031 -0.115
H -3.39895 -0.18076 -2.96234 -0.291 -0.553 0.531 0.095
H -2.38005 0.29611 -1.55337 0.526 0.229 -0.612 0.074
H -3.30433 1.46793 -2.59248 -0.142 0.385 0.731 0.085
H -4.45619 2.03423 -0.07622 0.260 0.186 -0.083 0.123
H -3.23618 0.87811 0.54849 0.265 0.026 0.076 0.102
H -6.35200 0.62670 0.63785 0.079 -0.567 -0.336 0.128
H -5.29691 1.28483 1.82521 -0.202 0.063 0.234 0.099
H -6.04015 -1.12158 2.32756 -0.713 1.067 0.316 0.101
H -4.11055 -1.67204 0.37554 0.500 -0.415 0.366 0.097
H -5.67017 -1.92054 0.03188 -1.090 0.215 0.452 0.145
H -4.70074 -3.90264 0.83948 0.790 -0.371 0.259 0.113
H -5.91080 -3.69005 1.97986 -0.484 0.641 0.256 0.133
H -2.90850 -4.59756 3.81014 -0.870 0.052 0.520 0.099
H -2.54353 -4.53169 2.21796 -0.070 0.430 -0.830 0.069
H -4.07786 -5.26521 2.55079 -0.092 -0.150 0.589 0.104
C 0.49833 2.62412 3.76148 0.991 -1.235 0.613 -0.068
O 1.88562 2.26900 3.91611 0.082 2.344 -1.113 -0.194
C 2.22115 1.18929 4.71769 -0.829 -1.220 0.125 -0.247
C 2.71831 0.04090 3.88059 1.552 -0.871 -0.039 -0.196
N 2.45539 -1.28388 4.52286 0.223 -0.008 -0.663 -0.034
C 3.67046 -1.90263 5.07134 0.735 -0.067 -0.407 -0.189
C 4.61202 -2.61287 4.01830 -1.310 1.587 1.886 -0.196
O 4.97439 -1.64663 3.06073 0.119 -0.730 -0.716 -0.219
C 6.20669 -1.04410 3.37484 0.541 0.254 -0.850 -0.114
H 0.08388 1.85848 3.10564 -0.767 -0.313 0.424 0.065
H 0.26248 3.56100 3.25677 1.036 0.270 0.094 0.081
H 0.13253 2.68014 4.78674 -0.854 -0.245 -0.214 0.089
H 1.36723 0.71925 5.20554 -0.370 0.558 0.551 0.113
H 2.99072 1.45008 5.44422 -0.219 0.360 0.183 0.128
H 3.79851 0.11304 3.75379 -0.005 0.249 -0.029 0.095
H 2.37737 0.16648 2.85293 -0.624 -0.413 -0.007 0.104
H 2.08005 -1.92154 3.83539 -0.378 -0.093 -0.074 0.073
H 3.47050 -2.69893 5.78830 -0.501 0.256 0.344 0.108
H 4.15891 -1.06566 5.57035 0.455 -0.320 0.264 0.109
H 3.97250 -3.43958 3.70898 0.306 0.022 -1.169 0.109
H 5.49110 -3.02574 4.51312 0.087 -0.107 0.073 0.116
H 6.44621 -0.31309 2.60259 -0.325 0.065 -0.111 0.092
H 7.01412 -1.77292 3.30442 0.103 -0.170 0.410 0.091
H 6.23448 -0.49932 4.31853 -0.191 -0.241 0.321 0.090
C 4.96482 4.03225 -5.74226 1.546 0.846 -0.195 -0.141
O 5.12169 3.00711 -4.81652 -1.018 -0.963 0.147 -0.185
C 3.85901 2.55997 -4.31449 -0.143 -0.172 -1.478 -0.222
C 3.97517 1.08336 -3.94500 -0.335 0.484 1.629 -0.188
N 2.87257 0.60299 -3.07057 0.579 1.857 -0.307 -0.049
C 3.06815 1.18468 -1.72778 0.696 -2.490 0.660 -0.207
C 2.54753 0.16860 -0.67668 -0.177 -0.509 -1.040 -0.142
O 2.80575 -1.24802 -1.15298 -1.004 2.884 0.710 -0.212
C 2.87954 -2.18123 -0.09529 0.667 0.368 -0.027 -0.111
H 4.61054 3.72186 -6.72523 -0.314 -0.225 0.045 0.091
H 5.98470 4.40016 -5.85448 0.022 0.178 -0.421 0.090
H 4.41000 4.89693 -5.37811 -0.502 -0.091 0.189 0.085
H 3.07561 2.60240 -5.07119 -0.002 0.270 -0.539 0.113
H 3.56481 3.33163 -3.60311 -0.218 -0.662 0.948 0.121
H 4.90207 1.07037 -3.37160 0.474 -0.570 -0.045 0.107
H 4.02278 0.36006 -4.75904 0.189 0.688 -0.456 0.127
H 3.02955 -0.39409 -3.03482 -0.324 -0.070 0.553 0.084
H 2.75998 2.20744 -1.51073 -0.848 -0.132 -0.495 0.112
H 4.13199 1.23453 -1.49566 0.556 0.010 -0.239 0.106
H 1.47823 0.32067 -0.52981 -0.326 -0.442 -0.098 0.088
H 3.01173 0.42481 0.27567 0.321 -0.589 0.117 0.109
H 2.38795 -3.10951 -0.38641 0.225 -0.057 -0.128 0.080
H 2.41960 -1.83731 0.83114 -0.126 0.170 0.082 0.064
H 3.95301 -2.27733 0.06759 -0.066 -0.745 0.539 0.093
C -2.63298 -3.99676 -1.81987 -0.038 -0.010 0.157 -0.087
C -1.95747 -5.16390 -2.47584 1.070 -0.020 -0.470 -0.335
O -2.02823 -4.96847 -3.87540 -0.377 -0.314 -0.318 -0.070
H -1.97956 -3.12702 -1.88835 -0.036 0.034 0.150 0.069
H -2.84318 -4.24527 -0.77960 -0.027 0.245 0.119 0.056
H -3.55451 -3.73549 -2.34008 -0.121 -0.205 0.048 0.085
H -2.29191 -6.15761 -2.17788 -0.672 0.038 0.050 0.112
H -0.88754 -5.17676 -2.26800 0.195 0.166 0.703 0.109
H -1.51731 -5.69046 -4.24864 -0.017 0.060 -0.455 0.085
C 1.30839 -5.69696 2.24371 0.459 -0.880 -0.995 -0.080
C 0.18615 -5.35626 3.21074 0.720 -0.897 0.137 -0.315
O 0.21708 -3.98970 3.54447 -0.042 0.436 0.422 -0.073
H 1.37483 -6.71159 1.85100 -0.746 -0.636 0.649 0.073
H 2.26795 -5.62956 2.75636 0.010 0.655 -0.081 0.072
H 1.33848 -5.21696 1.26555 -0.133 1.020 0.322 0.059
H 0.44268 -5.92756 4.10288 -0.056 0.257 0.379 0.113
H -0.81527 -5.72802 2.99386 -0.068 0.195 -0.683 0.094
H -0.41634 -3.47389 3.04018 -0.134 -0.088 -0.054 0.026
```
Positions in Å, forces in eV/Å.

Summary:
Charge   +1
E_tot   -2388.5502 a.u.